Formula: C43H42P2Ru
Source: OMol25
Level of theory: ωB97M-V with the def2-TZVPD basis set

Output
ΔE to the lowest compared entry with this formula, charge and spin (kJ/mol): 0.0
Spin multiplicity: 5
Net charge: +2
Gap between HOMO and LUMO (spin up / spin down) (eV): 6.56 / 5.02
E (eV): -66407.608

Geometry as XYZ:
```
88
Properties=species:S:1:pos:R:3:lowdin_spin:R:1
Ru -0.97760 1.52767 -0.64960 2.00
P -1.37073 -1.51905 1.75514 0.32
P -2.09898 -1.26614 -0.62467 0.26
C 4.94058 0.87381 -0.74443 0.00
C 0.46546 0.54410 4.77765 0.00
C -0.85758 2.08581 1.28936 0.08
C -2.48154 -2.62051 2.78661 0.04
C -3.16408 -3.56515 4.92426 0.00
C 0.37874 2.81881 -1.00852 0.15
C 3.83298 -1.57097 -1.82172 0.00
C 3.13102 -0.58482 -2.68198 0.00
C -3.58156 -2.31382 -1.09270 0.02
C 1.20831 3.77984 -1.19223 0.24
C 4.38503 1.52942 -2.03629 0.00
C 3.37886 -0.61297 0.55886 0.00
C -0.47724 -2.71755 0.73398 0.01
C 2.17546 7.45165 -0.93163 0.00
C 3.45669 0.69200 -2.85364 0.00
C -4.47828 -4.01980 2.94568 0.00
C 3.86065 0.61257 0.29362 0.00
C 1.11611 -1.63586 3.13149 0.02
C 3.19046 -1.75428 -0.41266 0.00
C -4.64731 -4.36745 -1.84080 0.00
C 1.39897 6.30319 -0.87388 0.07
C 1.92087 5.01134 -1.24507 0.05
C -3.49303 -3.65113 -1.54820 0.01
C -4.84786 -1.71830 -0.95812 0.01
C -1.08069 1.56834 -3.94055 0.06
C -6.00435 -2.44991 -1.26026 0.00
C -1.36641 -0.73682 -3.22085 0.10
C -3.56171 -3.29656 2.18175 0.02
C 2.04680 -1.15216 4.06651 0.00
C 3.28241 5.00825 -1.67340 0.07
C -0.94016 0.19371 -4.15517 0.03
C -0.78228 -2.50942 -0.57477 0.00
C -0.46527 0.04748 3.87619 0.02
C -5.89998 -3.78475 -1.69296 0.01
C -0.13162 -1.00873 3.00340 0.07
C -1.92165 -0.23957 -2.04831 0.07
C -1.87133 2.04598 -2.86991 0.04
C -4.29925 -4.13425 4.33751 0.02
C -2.27018 -2.82265 4.15909 0.02
C 4.06194 6.15817 -1.69010 0.00
C 1.73242 -0.03925 4.86559 0.02
C 3.52350 7.39524 -1.33413 0.10
C -2.52576 1.08574 -2.02944 0.01
H 5.52456 -0.00822 -0.99381 0.00
H 3.01187 -1.63152 4.16526 0.00
H 0.19780 2.28396 1.56055 0.01
H 2.47718 0.36302 5.55210 0.00
H 3.72598 -2.55702 -2.32292 0.00
H 5.11296 6.09711 -1.99289 0.00
H -5.02065 -4.68186 4.93776 0.00
H 5.21623 1.89407 -2.67541 0.00
H 0.20747 1.39905 5.40994 0.00
H -3.69149 -3.25564 1.09406 0.00
H 1.37433 -2.49075 2.50748 0.00
H 4.87802 -1.32590 -1.76346 0.00
H 1.75949 8.42340 -0.65156 0.00
H 5.65698 1.61031 -0.30680 0.00
H -1.38279 -2.39568 4.64411 0.00
H -6.97100 -1.98165 -1.16409 0.00
H -4.93085 -0.68608 -0.61558 0.00
H -0.39549 -3.02473 -1.45299 0.00
H -3.50547 1.23618 -1.61415 0.01
H 3.72126 4.06771 -1.99896 0.00
H 0.16787 -3.49986 1.16897 0.00
H 3.55418 -2.69272 0.02549 0.00
H -0.46034 -0.15530 -5.08702 0.00
H -6.80345 -4.34540 -1.91875 0.00
H 2.09919 -1.89403 -0.49545 0.00
H 4.13843 8.30993 -1.37853 0.00
H 3.80031 1.39743 1.05109 0.00
H 3.80919 2.39118 -1.67775 0.00
H -0.62663 2.26727 -4.61867 0.00
H -5.34634 -4.47485 2.47016 0.00
H -1.45955 0.50101 3.81387 0.00
H -1.27569 -1.81401 -3.37673 0.00
H -4.56494 -5.40470 -2.19949 0.00
H -1.18594 1.23521 1.92288 0.02
H -1.41976 3.03298 1.42297 0.02
H -2.51459 -4.12936 -1.67548 0.00
H 2.98998 -0.81621 1.55810 0.00
H 0.35971 6.34460 -0.51689 0.00
H 2.17739 -0.93969 -3.08171 0.00
H -2.20823 3.08388 -2.80759 0.00
H -2.98609 -3.68425 5.99976 0.00
H 2.89805 1.30986 -3.59859 0.00
```